Record 1
Below is a structure of composition C13H30B3BrNO14PS, with properties calculated with ωB97M-V/def2-TZVPD.

Each line ends with the Löwdin charge.
CARTESIAN COORDINATES (ANGSTROEM)
N1 -2.746 -6.774 -2.727  -0.001
C1 -2.754 -5.446 -3.434  -0.127
B1 -1.735 -4.454 -2.691  -0.458
O1 -0.527 -4.895 -2.103  0.222
B2 0.098 -3.691 -1.688  -0.909
Br1 0.542 -3.275 0.175  0.843
O2 0.349 -2.749 -2.728  0.187
B3 -0.943 -2.332 -3.092  -0.587
P1 -1.246 -0.842 -4.264  0.340
O3 -2.885 -0.650 -4.555  -0.216
O4 -0.590 -1.124 -5.766  -0.205
S1 -0.468 0.762 -3.475  0.379
O5 -2.056 -3.054 -2.582  0.204
H1 -2.695 -6.553 -1.739  0.060
H2 -1.860 -7.196 -2.977  0.064
H3 -3.760 -5.001 -3.449  0.109
H4 -2.415 -5.587 -4.472  0.117
H5 -3.345 -0.857 -3.737  0.060
H6 -1.114 -1.761 -6.264  0.069
C2 -0.116 3.777 2.757  -0.064
C3 -0.218 2.312 3.130  -0.211
O6 -0.346 1.489 1.964  0.034
C4 0.789 1.268 1.298  -0.615
O7 1.876 1.676 1.598  0.130
O8 0.499 0.523 0.232  -0.016
C5 1.618 0.274 -0.624  -0.074
H7 -0.954 4.068 2.121  0.082
H8 -0.115 4.401 3.651  0.080
H9 0.798 3.977 2.198  0.075
H10 -1.119 2.148 3.722  0.109
H11 0.631 1.992 3.736  0.125
H12 2.458 -0.139 -0.067  0.098
H13 1.911 1.192 -1.132  0.095
H14 1.301 -0.451 -1.370  0.046
C6 -3.540 0.854 9.386  -0.066
C7 -2.665 -0.098 8.596  -0.213
O9 -3.349 -0.599 7.440  0.039
C8 -3.408 0.240 6.409  -0.613
O10 -2.937 1.345 6.366  0.122
O11 -4.104 -0.353 5.437  0.010
C9 -4.321 0.476 4.297  -0.036
H15 -4.494 0.382 9.631  0.082
H16 -3.045 1.153 10.310  0.080
H17 -3.764 1.752 8.811  0.074
H18 -2.425 -0.968 9.205  0.122
H19 -1.722 0.368 8.308  0.124
H20 -3.384 0.886 3.923  0.083
H21 -5.014 1.278 4.549  0.100
H22 -4.768 -0.139 3.520  0.094
C10 6.828 0.646 -4.365  -0.067
C11 6.725 2.145 -4.166  -0.215
O12 5.691 2.710 -4.980  0.038
C12 4.452 2.539 -4.520  -0.616
O13 4.145 1.982 -3.502  0.123
O14 3.609 3.084 -5.396  0.009
C13 2.233 2.897 -5.062  -0.054
H23 6.947 0.410 -5.424  0.081
H24 7.678 0.244 -3.814  0.079
H25 5.925 0.141 -4.022  0.074
H26 7.652 2.623 -4.480  0.121
H27 6.566 2.400 -3.117  0.124
H28 2.024 3.230 -4.046  0.091
H29 1.957 1.850 -5.183  0.073
H30 1.644 3.496 -5.753  0.095

Properties
**Lowest unoccupied orbital energy**: -0.0157 hartree
**Orbital gap**: 8.8 eV
**Molecular weight**: 599.76 u

---

Record 2
Below is a structure of composition C13H30BBeBrN3O4PTa, with properties calculated with ωB97M-V/def2-TZVPD.

Each line ends with the Löwdin charge.
CARTESIAN COORDINATES (ANGSTROEM)
C1 -1.137 -2.617 -3.802  -0.092
C2 -1.370 -3.006 -2.308  -0.162
B1 -0.077 -2.604 -1.442  -0.436
O1 0.915 -3.493 -1.224  0.131
Ta1 0.102 -0.383 -0.543  1.740
C3 -0.856 -1.242 1.372  -0.282
C4 -0.835 -0.200 2.522  -0.266
C5 -1.223 -0.913 3.854  -0.244
N1 0.002 -1.536 4.417  0.000
C6 2.105 -0.990 0.297  -0.338
C7 3.029 0.176 0.798  -0.483
C8 2.942 0.197 2.371  -0.593
Br1 2.821 1.992 3.139  0.622
C9 0.196 1.747 0.250  -0.196
C10 0.282 2.842 -0.864  -0.267
O2 -0.909 2.884 -1.644  -0.068
C11 -1.710 3.974 -1.348  -0.536
C12 -3.079 3.812 -0.696  0.027
O3 -1.366 5.040 -1.626  0.188
O4 -1.815 0.081 -1.347  -0.241
C13 -2.737 0.341 -0.426  -0.504
N2 -3.560 0.374 0.317  0.195
P1 1.345 0.257 -2.752  0.645
N3 1.689 -1.182 -3.427  -0.221
H1 -2.005 -2.985 -4.365  0.091
H2 -1.014 -1.536 -3.941  0.061
H3 -0.244 -3.145 -4.159  0.080
H4 -2.236 -2.486 -1.871  0.090
H5 -1.491 -4.094 -2.166  0.119
H6 0.482 -4.276 -0.833  0.144
H7 -0.176 -2.065 1.675  0.048
H8 -1.832 -1.717 1.191  0.066
H9 -1.651 0.517 2.309  0.088
H10 0.091 0.381 2.605  0.064
H11 -1.712 -0.214 4.542  0.120
H12 -1.920 -1.731 3.605  0.111
H13 -0.023 -1.525 5.431  0.073
H14 -0.020 -2.505 4.119  0.063
H15 2.660 -1.515 -0.513  0.053
H16 1.950 -1.766 1.067  0.058
H17 4.077 -0.089 0.577  0.041
H18 2.823 1.176 0.332  -0.101
H19 2.105 -0.419 2.726  0.030
H20 3.840 -0.286 2.776  0.072
H21 -0.788 1.921 0.738  0.078
H22 0.959 1.936 1.022  0.020
H23 1.203 2.782 -1.461  0.084
H24 0.339 3.806 -0.320  0.139
H25 -3.686 4.710 -0.852  0.095
H26 -3.651 2.957 -1.083  0.076
H27 -3.004 3.687 0.398  0.095
H28 0.547 1.074 -3.612  0.002
H29 2.516 1.014 -2.475  -0.039
H30 2.718 -1.202 -3.469  0.018
Be1 4.392 2.045 0.114  0.442

Properties
**Lowest unoccupied orbital energy**: -0.2693 hartree
**Charge**: +1
**Orbital gap**: 2.7 eV
**Molecular weight**: 604.05 u

---

Record 3
Below is a cluster of 3 separate species, C13H30BN2O6 in total, with properties calculated with ωB97M-V/def2-TZVPD.

Each line ends with the Löwdin charge.
CARTESIAN COORDINATES (ANGSTROEM)
C1 -0.628 -1.050 3.056  -0.121
C2 -1.195 -0.394 1.784  -0.346
N1 -0.673 0.938 1.570  -0.060
B1 -1.383 2.031 2.385  -0.661
N2 -2.747 2.416 1.703  0.107
C3 -3.823 1.901 2.103  -0.489
C4 -4.862 1.458 1.070  -0.080
C5 -4.270 1.721 3.545  -0.071
H1 -0.454 -2.106 2.831  0.053
H2 -1.333 -1.046 3.882  0.052
H3 0.276 -0.527 3.352  0.058
H4 -2.296 -0.433 1.864  0.087
H5 -0.945 -1.015 0.917  0.090
H6 -0.613 1.165 0.585  0.058
H7 -1.451 1.650 3.548  0.037
H8 -0.654 3.034 2.391  0.018
H9 -4.772 2.111 0.206  0.055
H10 -5.878 1.570 1.465  0.051
H11 -4.695 0.424 0.779  0.061
H12 -4.930 0.852 3.600  0.058
H13 -3.450 1.542 4.229  0.043
H14 -4.851 2.601 3.821  0.070
C6 3.303 0.265 1.569  -0.059
C7 2.434 -0.933 1.263  -0.195
O1 2.977 -1.732 0.185  0.046
C8 4.018 -2.489 0.487  -0.613
O2 4.549 -2.602 1.565  0.114
O3 4.402 -3.135 -0.629  -0.006
C9 5.572 -3.930 -0.464  -0.059
H15 3.461 0.859 0.667  0.081
H16 2.825 0.887 2.324  0.083
H17 4.284 -0.039 1.938  0.068
H18 1.459 -0.590 0.923  0.103
H19 2.275 -1.553 2.144  0.118
H20 5.457 -4.634 0.358  0.092
H21 6.441 -3.295 -0.292  0.095
H22 5.710 -4.481 -1.391  0.088
C10 1.232 -0.429 -5.615  -0.071
C11 0.184 -1.090 -4.744  -0.220
O4 -0.031 -0.373 -3.525  0.037
C12 -0.741 0.755 -3.635  -0.610
O5 -1.217 1.193 -4.654  0.108
O6 -0.820 1.306 -2.431  0.011
C13 -1.481 2.577 -2.397  -0.027
H23 2.160 -0.297 -5.057  0.081
H24 1.434 -1.040 -6.497  0.075
H25 0.905 0.555 -5.947  0.071
H26 0.525 -2.079 -4.442  0.121
H27 -0.760 -1.214 -5.276  0.121
H28 -2.470 2.516 -2.846  0.094
H29 -0.876 3.322 -2.913  0.095
H30 -1.584 2.857 -1.351  0.089

Properties
**Lowest unoccupied orbital energy**: 0.0937 hartree
**Charge**: -1
**Orbital gap**: 6.3 eV
**Molecular weight**: 321.20 u

---

Record 4
Below is a cluster of 4 separate species, C13H30BN3O10P2S in total, with properties calculated with ωB97M-V/def2-TZVPD.

Each line ends with the Löwdin charge.
CARTESIAN COORDINATES (ANGSTROEM)
N1 -0.839 3.640 1.083  -0.339
P1 -0.527 4.372 -0.341  0.684
B1 -1.077 3.210 -1.769  -0.636
N2 -2.349 3.428 -2.529  0.079
C1 -2.491 4.697 -2.774  -0.695
S1 -2.701 6.079 -3.674  0.681
P2 -0.015 1.659 -2.267  0.776
N3 0.286 1.729 -4.000  -0.184
O1 -1.082 0.343 -2.038  -0.343
H1 -1.508 4.243 1.598  -0.053
H2 -1.244 5.605 -0.355  0.001
H3 0.881 4.653 -0.341  -0.007
H4 1.237 2.071 -4.166  0.033
H5 -0.423 2.370 -4.387  0.024
H6 -0.926 -0.110 -1.187  0.056
C2 3.241 -4.885 -0.087  -0.066
C3 4.017 -3.605 -0.337  -0.211
O2 3.854 -3.163 -1.690  0.032
C4 2.703 -2.526 -1.950  -0.605
O3 1.823 -2.295 -1.159  0.121
O4 2.689 -2.213 -3.259  -0.003
C5 1.474 -1.604 -3.693  -0.045
H7 3.509 -5.646 -0.825  0.083
H8 3.445 -5.272 0.913  0.081
H9 2.165 -4.718 -0.178  0.069
H10 5.083 -3.793 -0.196  0.122
H11 3.733 -2.818 0.367  0.125
H12 1.217 -0.744 -3.071  0.043
H13 0.667 -2.340 -3.684  0.079
H14 1.615 -1.259 -4.717  0.097
C6 0.729 8.607 5.673  -0.069
C7 -0.763 8.646 5.947  -0.218
O5 -1.468 7.764 5.066  0.030
C8 -1.433 6.466 5.403  -0.594
O6 -0.878 5.996 6.364  0.123
O7 -2.101 5.776 4.466  -0.005
C9 -2.069 4.361 4.657  -0.051
H15 0.930 8.801 4.617  0.081
H16 1.252 9.351 6.278  0.079
H17 1.145 7.624 5.902  0.076
H18 -1.142 9.652 5.752  0.122
H19 -0.987 8.414 6.992  0.124
H20 -2.393 4.087 5.662  0.095
H21 -1.063 3.984 4.461  0.100
H22 -2.753 3.909 3.939  0.090
C10 -2.926 -8.073 -1.177  -0.068
C11 -1.486 -8.547 -1.216  -0.217
O8 -0.800 -8.008 -2.353  0.033
C12 -0.387 -6.739 -2.226  -0.589
O9 -0.533 -6.037 -1.257  0.124
O10 0.197 -6.375 -3.379  0.011
C13 0.609 -5.009 -3.410  -0.043
H23 -3.427 -8.287 -2.124  0.082
H24 -3.471 -8.561 -0.367  0.080
H25 -2.981 -6.992 -1.025  0.075
H26 -1.464 -9.633 -1.324  0.122
H27 -0.956 -8.304 -0.292  0.124
H28 1.233 -4.763 -2.550  0.080
H29 -0.267 -4.359 -3.449  0.099
H30 1.196 -4.855 -4.316  0.104

Properties
**Lowest unoccupied orbital energy**: -0.0611 hartree
**SMILES**: N=[PH2]B(N=C=S)P(N)O.CCOC(=O)OC.CCOC(=O)OC.CCOC(=O)OC
**Orbital gap**: 6.9 eV
**Molecular weight**: 493.22 u

---

Q: Which value of lowest unoccupied orbital energy does entry 3 give?
A: 0.0937 hartree